84
Properties=species:S:1:pos:R:3:forces:R:3 method="wB97M-V/def2-TZVPD" spin_multiplicity=1 homo_ev=-10.7 e_tot_ev=-85361.210 gap_ev=7.5805 charge=+1
Y 0.107918 -0.159437 1.190873 -0.425 0.216 1.648
C 4.054723 1.876074 0.502958 0.031 0.004 0.084
C 4.359607 2.439301 1.742980 -0.070 -0.057 -0.034
C 3.739929 1.942312 2.860986 -0.061 -0.025 -0.004
C 2.787363 0.912953 2.750604 0.187 -0.067 -0.357
N 2.426980 0.432664 1.533255 -0.032 -0.007 0.429
C 3.090750 0.903276 0.457973 0.103 0.002 -0.207
N 2.350000 0.396018 3.934395 -0.028 -0.079 0.445
C 1.272011 -0.241879 4.203577 0.303 0.245 -0.027
N 0.203486 -0.547244 3.379425 0.108 -0.263 0.361
C -0.823492 -0.998257 4.178798 -0.350 -0.162 -0.079
N -2.036485 -1.289638 3.871879 0.113 0.019 0.405
C -2.606030 -1.403559 2.639749 -0.033 -0.130 -0.290
C -4.008881 -1.523348 2.646287 0.060 0.004 -0.069
C -4.682515 -1.840867 1.496008 0.076 0.027 0.069
C -3.946637 -2.048761 0.329655 0.001 -0.013 -0.039
C -2.591357 -1.846732 0.371038 -0.017 -0.136 -0.163
N -1.904681 -1.504508 1.480341 0.016 0.076 0.422
C -0.360381 -1.089621 5.573357 0.417 0.088 0.057
C -0.999299 -1.510944 6.721361 -0.052 -0.014 -0.052
C -0.258709 -1.510278 7.897985 -0.102 -0.028 -0.046
C 1.069244 -1.093182 7.908837 0.077 0.029 0.012
C 1.698361 -0.648614 6.750779 0.107 0.044 -0.027
C 0.960801 -0.658140 5.584051 -0.430 -0.215 0.113
H 4.560122 2.188772 -0.398913 -0.059 -0.006 -0.032
H 5.085344 3.237775 1.821189 0.026 -0.025 0.031
H 3.966723 2.299070 3.854658 0.013 -0.006 -0.004
H 2.830536 0.456330 -0.491142 -0.072 -0.013 0.011
H -4.511446 -1.393314 3.592894 0.011 -0.021 0.011
H -5.758775 -1.950536 1.505333 0.003 -0.019 -0.029
H -4.422779 -2.350045 -0.591588 0.026 0.024 -0.021
H -2.006342 -1.989242 -0.529971 0.020 0.114 0.007
H -2.032490 -1.829431 6.690021 0.007 -0.010 0.035
H -0.722673 -1.841337 8.817507 0.028 0.004 0.014
H 1.622594 -1.114135 8.838352 -0.009 0.014 0.003
H 2.726927 -0.313796 6.761142 -0.009 0.009 -0.015
C -1.572678 3.952564 0.829353 -0.015 -0.342 0.157
S -0.807223 2.359193 0.695286 -0.370 1.689 -0.434
O -0.292480 1.983324 2.021309 0.077 -0.293 0.555
O -1.785882 1.337964 0.292933 -0.115 -0.055 0.338
O 0.299610 2.425842 -0.246205 -0.002 0.393 0.092
H -2.606618 3.799984 1.131465 0.013 0.043 0.032
H -1.512217 4.467364 -0.124414 0.016 -0.077 -0.066
H -1.024670 4.492569 1.598342 0.003 0.037 -0.041
C 3.540529 -0.050907 -3.003031 -0.270 0.137 0.123
Si 2.002451 1.071065 -3.128413 0.240 -0.162 -0.346
C 1.514569 1.100257 -4.953981 -0.096 -0.036 0.382
C 2.359323 2.840603 -2.568085 -0.244 -0.346 0.097
Sb 0.081092 -0.012163 -1.637087 0.016 -0.413 -3.769
Si -1.990835 0.884979 -2.989670 -0.277 -0.014 -0.261
C -2.139859 2.753945 -2.779691 0.269 -0.341 0.107
C -1.781532 0.448212 -4.825002 0.057 0.054 0.388
C -3.573754 0.052780 -2.382266 0.418 0.122 0.108
Si 0.193549 -2.439202 -2.509806 0.455 -0.488 -0.228
C 1.050829 -2.556747 -4.180963 -0.075 0.053 0.102
C 1.317838 -3.192029 -1.171299 -0.130 0.113 -0.172
C -1.389001 -3.471557 -2.647536 0.004 0.343 0.149
H 4.453709 0.544033 -2.931833 -0.028 0.051 0.016
H 3.620665 -0.656060 -3.907428 -0.003 0.042 -0.003
H 3.525578 -0.739507 -2.157285 0.030 -0.006 0.006
H 2.401893 1.305173 -5.557823 0.067 0.014 0.072
H 0.785295 1.882901 -5.161885 0.011 0.004 0.001
H 1.099333 0.146358 -5.278854 0.036 0.027 -0.029
H 3.388404 3.134196 -2.782939 0.027 -0.112 -0.100
H 2.177828 2.957097 -1.503346 0.054 0.086 0.062
H 1.697199 3.533595 -3.091300 -0.020 -0.028 0.006
H -1.187734 3.257861 -2.960439 -0.016 0.002 0.012
H -2.454649 2.962612 -1.758598 -0.051 0.085 0.012
H -2.881822 3.171356 -3.462139 -0.039 -0.092 -0.042
H -1.281747 1.245163 -5.373899 0.021 -0.036 0.014
H -2.764732 0.305637 -5.278553 -0.047 -0.003 0.078
H -1.211712 -0.471334 -4.963998 -0.031 -0.006 -0.043
H -3.723653 0.244302 -1.320100 -0.034 -0.009 0.009
H -3.547480 -1.026602 -2.541954 0.001 0.007 -0.013
H -4.433230 0.449816 -2.926910 0.051 0.053 -0.070
H 1.963460 -1.961531 -4.216690 -0.043 -0.053 -0.011
H 0.389049 -2.212364 -4.979049 0.021 -0.003 -0.009
H 1.313755 -3.594249 -4.401680 -0.016 -0.014 0.035
H 2.353711 -2.884737 -1.336811 -0.008 0.046 0.046
H 1.298680 -4.283018 -1.149940 -0.036 -0.009 -0.035
H 1.023060 -2.842522 -0.173541 0.015 -0.121 0.025
H -2.219237 -2.902928 -3.071861 -0.010 -0.026 -0.012
H -1.710942 -3.888350 -1.691648 -0.004 0.041 0.006
H -1.198196 -4.312611 -3.317356 0.092 0.021 -0.012